A cluster of 2 separate species, C2H8N2 in total. Source: OMol25; level of theory: ωB97M-V/def2-TZVPD.

XYZ file:
```
12
C2H8N2 ωB97M-V/def2-TZVPD
C -0.972 3.389 0.107
H -1.352 3.850 1.013
H -0.810 2.327 0.295
H -1.656 3.512 -0.724
H -0.016 3.813 -0.192
N 0.983 -2.789 -1.017
C 0.465 -2.189 0.091
N 1.026 -2.199 1.227
H 0.394 -3.281 -1.667
H 1.928 -3.128 -0.949
H -0.512 -1.719 -0.039
H 0.520 -1.586 1.856
```

Properties
- E_tot (a.u.) = -190.4950
- structure (SMILES) = [H]/N=C/N.C
- ΔE to the lowest compared entry with this formula, charge and spin (kcal per mole) = 2.4

These are the natural (NBO) partial charges, in e, on atoms 1 to 8:
1 C -0.85
2 H 0.21
3 H 0.21
4 H 0.21
5 H 0.21
6 N -0.83
7 C 0.27
8 N -0.71

***

A cluster of 2 separate species, C2H8N2O in total at a distorted geometry. Source: OMol25; level of theory: ωB97M-V/def2-TZVPD.

XYZ file:
```
13
C2H8N2O ωB97M-V/def2-TZVPD
C 0.245 -1.213 -0.390
N -0.370 -1.283 2.481
C -1.052 -0.477 1.473
N -0.848 -0.387 0.220
H 0.667 -0.499 -1.111
H -0.061 -2.140 -0.804
H 1.065 -1.500 0.257
H 0.451 -1.655 2.141
H -0.922 -1.794 3.194
H -1.812 0.285 1.840
H 2.092 2.298 -3.315
H 0.552 2.807 -3.070
O 1.416 3.003 -3.068
```

Properties
- E_tot (a.u.) = -265.6980
- structure (SMILES) = C/N=C\N.O
- ΔE to the lowest compared entry with this formula, charge and spin (kcal per mole) = 53.4

These are the natural (NBO) partial charges, in e, on atoms 1 to 8:
1 C -0.46
2 N -0.88
3 C 0.27
4 N -0.46
5 H 0.21
6 H 0.20
7 H 0.16
8 H 0.37

***

A cluster of 2 separate species, C2H8N2O in total at a distorted geometry. Source: OMol25; level of theory: ωB97M-V/def2-TZVPD.

XYZ file:
```
13
C2H8N2O ωB97M-V/def2-TZVPD
C 0.442 0.942 1.226
O 0.961 1.703 0.165
H 0.934 1.147 -0.643
H 1.116 0.126 1.513
H -0.683 0.515 0.924
H 0.365 1.607 2.092
N -1.389 -0.551 -0.337
C -0.138 -1.095 -0.652
N 0.608 -0.506 -1.500
H -1.636 0.255 -0.891
H -2.159 -1.174 -0.149
H 1.529 -0.918 -1.593
H 0.051 -2.053 -0.155
```

Properties
- E_tot (a.u.) = -265.7005
- structure (SMILES) = [H]/N=C/N.CO
- ΔE to the lowest compared entry with this formula, charge and spin (kcal per mole) = 51.8

These are the natural (NBO) partial charges, in e, on atoms 1 to 8:
1 C -0.29
2 O -0.76
3 H 0.48
4 H 0.14
5 H 0.19
6 H 0.18
7 N -0.83
8 C 0.30

***

A cluster of 2 separate species, C2H8N2O2 in total at a distorted geometry. Source: OMol25; level of theory: ωB97M-V/def2-TZVPD.

XYZ file:
```
14
C2H8N2O2 ωB97M-V/def2-TZVPD
C -1.992 -0.096 -0.500
O -0.813 0.096 -1.263
H -0.172 0.867 -0.824
H -1.779 -0.778 0.331
H -2.328 0.858 -0.082
H -2.786 -0.440 -1.163
N 0.585 1.186 1.134
C 1.292 -0.569 -0.459
O 1.190 0.936 -0.134
N 1.190 -1.370 0.501
H 0.506 0.264 1.583
H 1.275 1.728 1.651
H 1.915 -2.071 0.575
H 1.917 -0.612 -1.350
```

Properties
- E_tot (a.u.) = -340.8417
- structure (SMILES) = [H]/N=C/ON.CO
- ΔE to the lowest compared entry with this formula, charge and spin (kcal per mole) = 118.4

These are the natural (NBO) partial charges, in e, on atoms 1 to 8:
1 C -0.25
2 O -0.77
3 H 0.51
4 H 0.16
5 H 0.17
6 H 0.18
7 N -0.54
8 C 0.46

***

A cluster of 2 separate species, C2H8N2O2 in total at a distorted geometry. Source: OMol25; level of theory: ωB97M-V/def2-TZVPD.

XYZ file:
```
14
C2H8N2O2 ωB97M-V/def2-TZVPD
O -0.505 1.650 1.985
C -0.041 0.548 1.761
N 0.205 0.031 0.536
C 0.451 0.848 -0.642
N -0.180 0.205 -1.829
H 0.277 -0.045 2.645
H 0.017 -0.897 0.163
H 1.523 0.892 -0.834
H 0.063 1.862 -0.562
H -1.170 0.087 -1.608
H -0.312 0.981 -2.475
H 0.614 -2.198 -1.760
H -0.741 -2.723 -1.336
O 0.151 -2.633 -1.034
```

Properties
- E_tot (a.u.) = -340.9785
- structure (SMILES) = NCNC=O.O
- ΔE to the lowest compared entry with this formula, charge and spin (kcal per mole) = 32.6

These are the natural (NBO) partial charges, in e, on atoms 1 to 8:
1 O -0.60
2 C 0.53
3 N -0.68
4 C -0.05
5 N -0.85
6 H 0.12
7 H 0.44
8 H 0.17

***

The molecule C2H8N2O2 at a distorted geometry. Source: OMol25; level of theory: ωB97M-V/def2-TZVPD.

XYZ file:
```
14
C2H8N2O2 ωB97M-V/def2-TZVPD
C -0.097 -1.739 1.275
C 0.645 0.454 -1.359
N 0.325 1.245 -0.170
N -0.557 0.599 0.708
O 0.378 -0.407 1.399
O -0.656 2.308 -0.694
H -0.404 3.047 -0.115
H -1.248 0.030 0.209
H -1.151 -1.820 1.564
H 0.039 -2.109 0.253
H 0.487 -2.370 1.954
H 1.367 -0.328 -1.104
H 1.109 1.105 -2.106
H -0.236 -0.014 -1.813
```

Properties
- E_tot (a.u.) = -340.8141
- structure (SMILES) = CONN(C)O
- ΔE to the lowest compared entry with this formula, charge and spin (kcal per mole) = 135.7

These are the natural (NBO) partial charges, in e, on atoms 1 to 8:
1 C -0.27
2 C -0.46
3 N 0.00
4 N -0.17
5 O -0.42
6 O -0.61
7 H 0.48
8 H 0.31